Density functional theory data (ωB97M-V with the def2-TZVPD basis set) for a 2-piece molecular cluster, C2H4OS2 overall.

Output
HOMO energy in eV: -9.13
Kohn-Sham gap in eV: 8.52
Energy in eV: -25851.926
SMILES: C#C.SOS

The geometry in ORCA input format:
```
! RIJCOSX wB97M-V def2-TZVPD def2/J DEFGRID3
* xyz 0 1
C -1.68 -0.35 -0.45
C -2.27 0.66 -0.68
H -1.41 -1.32 -0.34
H -2.25 1.66 -0.80
S 2.34 0.13 -0.92
O 1.49 -0.71 0.49
S 0.79 0.12 1.64
H 1.28 -0.29 -1.60
H 1.71 0.10 2.65
*
```

Results of the natural (NBO) charge analysis, in e, for atoms 1 through 8:
1 C -0.217
2 C -0.219
3 H 0.218
4 H 0.215
5 S 0.254
6 O -0.809
7 S 0.367
8 H 0.118